# 1
The following is a quantum chemistry calculation of C48H55N8O2S4SiSr as an isolated structure, from OMol25.

Output
Net charge ... -1
Frontier orbital gap (alpha / beta) ... 2.7638 / 2.7631 eV
M ... 1020.00 g/mol
ΔE to the lowest compared entry with this formula, charge and spin ... 57.5 kcal/mol
2S+1 ... 1

Structure (XYZ):
```
119
C48H55N8O2S4SiSr, DFT wB97M-V/def2-TZVPD
Sr -0.86661 -0.07152 -0.94168
S -1.32142 -4.72023 -1.38411
S -2.20011 -0.09058 1.99588
S -2.99367 2.60849 0.19465
S -6.31802 -1.67710 1.10853
Si 0.43371 2.44759 -3.77921
O 5.23372 -3.92525 3.76537
O 1.18972 -1.41064 -0.63019
N 4.90105 1.42657 0.70317
N -0.55727 1.10898 -3.26014
N -4.28281 -0.81025 -0.29261
N -0.32755 2.04912 3.57719
N -2.60775 2.25977 -3.56939
N -2.07012 -2.24600 -1.60122
N -0.37396 4.07237 1.52113
N 3.47454 -3.48191 1.92872
C 0.40983 -2.05970 4.14536
C -2.75771 6.84006 1.92975
C 3.28915 -2.89406 -3.26084
C -1.54250 4.78207 1.44599
C 0.00881 3.09708 0.54893
C -1.82383 1.10149 -3.59911
C 0.55492 2.45834 -5.68968
C 4.06560 0.85083 1.29280
C -4.52773 3.55979 -3.85894
C -5.95512 0.95519 0.13390
C 1.30591 -1.12971 4.63718
C 3.20751 -2.70053 -0.42733
C 2.89556 -2.77404 0.95710
C -0.83795 -0.37586 3.03106
C 2.25854 -2.19388 -2.67669
C -4.03849 -2.15130 -0.04955
C 4.07664 -4.73156 1.88333
C -3.93212 6.23475 1.49703
C -5.04357 -2.80447 0.61943
C -3.87776 2.22544 -3.83006
C 4.62102 -6.83204 0.88203
C -0.69816 -1.72978 3.41109
C -0.17868 4.10921 -3.17548
C 2.19472 2.12004 -3.17860
C 6.09517 -4.05134 4.90803
C -2.74158 4.17212 0.88563
C -5.46039 -0.45130 0.22440
C -2.42515 -0.10342 -4.16775
C 4.33448 -3.29154 -1.08170
C -1.58956 6.10386 1.82947
C 3.77420 -5.73122 0.94066
C -1.39741 -3.22004 -2.19322
C 0.53228 4.18360 2.68821
C -2.89861 -2.88242 -0.60512
C 2.16463 -2.05359 -1.24478
C -0.75871 -3.23168 -3.54099
C -1.62157 2.53686 4.06070
C -0.03377 0.66293 3.65596
C 5.15033 -4.94252 2.86367
C -4.57126 0.99012 -4.08570
C 5.63966 -6.98579 1.78799
C -3.89613 4.99004 0.89765
C 1.02794 0.23421 4.41380
C 6.02569 -5.99493 2.67396
C 0.81285 2.89582 3.51907
C -3.80347 -0.15405 -4.39590
C 4.33678 -3.43889 -2.44833
C -2.53320 -4.15546 -0.23318
H -7.00902 1.01763 0.49914
H 3.49431 -3.09146 2.86021
H -5.34573 1.59325 0.77839
H -0.10246 4.83155 -4.02341
H -5.62405 0.98306 -4.08916
H -0.44326 2.63113 -6.14948
H -4.32120 -1.08203 -4.66518
H -2.40078 1.85038 3.76541
H 1.71569 0.99556 4.82074
H 0.77124 2.39874 0.88773
H -0.77581 -2.21579 -3.99063
H -1.59678 2.62950 5.15693
H 1.02022 1.60088 -6.16092
H 0.61414 -3.09639 4.44492
H 2.73687 3.10197 -2.93528
H -5.48305 3.57687 -3.34976
H 4.41541 -7.54442 0.06167
H -1.69432 -0.83421 -4.50597
H -2.80142 7.90501 2.19017
H 6.29002 -7.90664 1.71158
H -2.98919 -4.79490 0.52737
H 6.90123 -3.31748 4.84479
H -0.62485 6.67473 1.90005
H 5.05423 -4.02897 -3.00243
H 0.02844 4.85219 3.39515
H 5.50027 -3.91556 5.82231
H -0.91270 2.65524 0.05181
H 1.55849 4.52124 2.33157
H 5.21324 -3.54669 -0.43667
H -3.86659 4.36991 -3.55779
H 0.35231 4.53021 -2.25490
H -1.46110 -2.45685 3.14690
H -5.99921 1.47487 -0.86264
H -5.23339 -3.86853 0.69771
H 1.16829 3.32151 -6.01063
H 6.63296 -5.00953 4.94489
H 2.87219 -5.65935 0.32966
H -1.80482 3.49297 3.68870
H -1.29087 3.94909 -3.03284
H 1.67016 2.35371 3.11137
H 0.48955 3.60082 -0.32604
H -4.91050 6.72021 1.49994
H 2.72796 1.53212 -3.93991
H 1.19793 3.24541 4.51295
H 2.19506 -1.42778 5.18126
H 3.25294 -2.92031 -4.38534
H 1.55130 -1.65605 -3.33584
H 5.58171 2.14870 0.34435
H -1.31189 -3.89948 -4.20355
H 6.91574 -6.12870 3.26161
H 2.24083 1.53028 -2.22147
H -4.83648 4.57484 0.52416
H 0.25937 -3.59931 -3.48993
H -4.77064 3.88976 -4.90801
H 2.03674 -2.13102 1.18693
```


# 2
The following is a quantum chemistry calculation of C24H20BrMoN4SbSe5 as an isolated structure, from OMol25.

Output
Frontier orbital gap (alpha / beta) ... 5.5347 / 5.9547 eV
M ... 1056.86 g/mol
ΔE to the lowest compared entry with this formula, charge and spin ... 24.0 kcal/mol
2S+1 ... 3
Expectation value of S² ... 2.152

Structure (XYZ):
```
56
C24H20BrMoN4SbSe5, DFT wB97M-V/def2-TZVPD
Sb -4.43445 -1.11530 1.41697
Mo -0.66343 -0.59970 -0.56205
Br -3.91457 1.11272 -6.03446
Se -5.92517 -1.22207 -0.64143
Se -5.20013 -2.26174 3.33072
Se -2.00046 -2.42310 0.29179
Se -5.05301 1.03699 0.25688
Se 0.56896 2.17956 -2.73120
N 0.85218 1.00014 -1.45280
N 2.20102 2.82267 -2.67442
N 2.43777 0.75642 0.29705
N 0.82993 1.61536 9.17727
C -2.29313 1.52705 -2.23224
C 0.46391 -3.39310 -3.30961
C -1.90991 0.24908 -1.89861
C 4.45857 2.08830 0.05095
C -3.13869 0.89678 -4.36443
C 0.09619 -0.43025 4.88142
C -0.42923 0.21061 1.39391
C -0.63308 1.80919 4.57683
C 0.23094 1.07694 6.73253
C 1.18000 -2.22823 -2.68283
C 4.02426 2.76826 -1.04365
C 2.76066 2.32757 -1.62428
C 3.67898 1.06652 0.69896
C -2.80684 1.90407 -3.48084
C -3.04074 -0.42471 -3.94134
C 2.02143 1.31256 -0.86884
C 0.45301 1.36648 8.10989
C -0.26587 2.07426 5.90177
C 0.73730 -2.09138 -1.25621
C 0.44799 -0.22577 6.23352
C 2.71406 -2.29517 -2.80406
C -2.45926 -0.74769 -2.73922
C -0.53963 0.34076 2.58778
C -0.48077 0.52164 4.02669
H 4.00287 0.55764 1.61823
H 4.40013 3.68735 -1.44333
H -2.34445 -1.81046 -2.38513
H 3.17139 -1.50040 -2.24347
H -0.31153 3.09044 6.32336
H 1.54288 -1.94705 -0.50599
H -2.20589 2.26381 -1.43792
H 0.77340 -1.36741 -3.17134
H 0.09718 -1.50850 4.54444
H -0.83500 2.67312 3.92524
H 0.86154 -4.42098 -3.10911
H -0.53948 -3.32795 -3.03997
H 5.41985 2.28425 0.45612
H 3.00301 -2.26382 -3.83122
H 3.05042 -3.30041 -2.49218
H 0.72586 -1.11799 6.67386
H -3.10398 2.98532 -3.53127
H 0.45946 -3.43565 -4.43583
H 0.23489 -2.99344 -0.89697
H -3.37135 -1.15358 -4.63994
```


# 3
The following is a quantum chemistry calculation of an isolated ion of composition CH3O2S2 and charge -1, from OMol25.

Output
Net charge ... -1
Frontier orbital gap ... 7.5295 eV
M ... 111.17 g/mol
ΔE to the lowest compared entry with this formula, charge and spin ... 15.2 kcal/mol
2S+1 ... 1

Structure (XYZ):
```
8
CH3O2S2, DFT wB97M-V/def2-TZVPD
S -0.17199 1.74091 0.66706
S 0.59881 0.64624 -1.19369
O -1.51761 1.12341 0.93443
O 0.84068 1.28009 1.66094
C 0.12497 -1.01128 -0.62093
H -0.30934 -1.65384 -1.29508
H 0.99924 -1.41962 -0.27443
H -0.56476 -0.70590 0.12170
```


# 4
The following is a quantum chemistry calculation of C3H9N2 in the gas phase, from OMol25.

Output
Frontier orbital gap (alpha / beta) ... 5.0226 / 6.3679 eV
M ... 73.12 g/mol
ΔE to the lowest compared entry with this formula, charge and spin ... 74.7 kcal/mol
2S+1 ... 2
Expectation value of S² ... 0.762

Structure (XYZ):
```
14
C3H9N2, DFT wB97M-V/def2-TZVPD
N 0.27021 -0.33102 1.65963
N -1.42358 0.53817 -1.21555
C 1.29470 -0.89655 -0.51920
C 0.39993 0.05487 0.23661
C -0.58409 0.92438 -0.23727
H 1.20022 -0.10022 2.21890
H 2.16968 -0.36778 -0.99622
H -2.13051 1.16620 -1.64431
H -0.71837 -0.04517 2.07719
H -0.66926 1.98659 0.04518
H 0.26904 -1.36971 1.64505
H -1.02037 -0.13029 -1.89959
H 1.55231 -1.82244 -0.02419
H 0.75765 -1.26343 -1.41144
```


# 5
The following is a quantum chemistry calculation of C5H8O2 as an isolated structure, from OMol25.

Output
Frontier orbital gap ... 10.1258 eV
M ... 100.12 g/mol
ΔE to the lowest compared entry with this formula, charge and spin ... 70.1 kcal/mol
2S+1 ... 1

Structure (XYZ):
```
15
C5H8O2, DFT wB97M-V/def2-TZVPD
O 1.27093 0.71385 -1.54934
O -0.26908 0.42037 1.46741
C 0.70917 0.24467 -0.37826
C -1.87261 -0.18653 -0.21456
C 1.31772 -0.93860 0.36618
C -0.66735 0.62601 0.11196
C 1.11612 0.37926 1.05824
H -2.72177 0.17941 0.36922
H -1.67092 -1.22276 0.07200
H -0.79258 1.70284 -0.09039
H 1.50784 1.11841 1.72918
H 0.98942 0.11148 -2.25385
H -2.08781 -0.11633 -1.28242
H 2.25957 -1.23862 -0.09678
H 0.73527 -1.76675 0.76104
```